Entry 1:
A molecular structure, C32H32BiF5N6O5STe at a distorted geometry, computed with ωB97M-V/def2-TZVPD.

ΔE to the lowest compared entry with this formula, charge and spin   178.1 kJ/mol
Calculated total energy   -90436.461 eV
Orbital gap   6.07 eV

Element x y z (Å)
H: 1.57258 0.22240 -6.00563
C: -0.48750 -3.57150 5.01939
H: -0.09026 3.66046 -2.95665
H: -2.56446 0.58759 -6.63602
C: 2.70421 2.00313 -3.23848
H: -2.22681 -0.27546 5.99639
C: -4.03965 -2.05847 -1.46263
C: -1.67317 -1.98452 -1.95366
C: -0.95344 2.15560 1.11922
H: -0.73735 -1.40223 7.60215
H: 2.71070 -1.98618 -1.16096
H: -4.05143 3.62588 -1.30778
C: -3.21299 4.17911 -1.70623
C: -2.11194 6.25616 -2.21321
C: 0.80107 -3.23403 1.68811
H: 2.86871 -1.51726 1.65241
H: -4.06970 6.10320 -1.35524
C: -1.96156 -1.74607 4.46911
H: 2.56208 -2.70376 5.26922
H: -2.10836 7.33776 -2.22025
H: -0.83380 -4.11469 0.98743
C: -4.10367 -0.68387 -1.53795
C: -1.74060 -1.20238 5.72377
H: -5.02382 -0.14704 -1.34816
F: -0.72498 2.19234 2.44313
H: -4.91948 -2.63400 -1.21385
F: 0.90167 0.77041 0.88309
C: -1.29392 -2.90825 4.09641
C: -0.38324 0.94893 0.40162
N: -2.02841 2.07361 -2.10182
C: -2.94585 0.04978 -1.81966
H: 4.31432 3.12474 -2.01582
O: 6.20485 1.40678 -0.34977
N: -3.07502 1.42106 -1.89898
C: -0.99691 5.56363 -2.66322
H: 3.48714 -1.33973 5.90037
H: 2.24744 -0.51965 3.94367
S: 1.54553 -3.58163 0.22672
H: -0.73598 -2.50827 -2.09428
C: 4.23488 0.78480 -1.45502
C: -2.09360 3.47925 -2.15981
C: -3.21234 5.56018 -1.72966
H: 0.14552 -0.17473 -7.00608
C: -1.54868 -3.49005 2.74420
Bi: -0.05786 0.87810 -2.11127
H: -2.63073 -1.26322 3.77061
H: -0.00909 -4.50539 4.74769
H: 0.30673 -3.57769 7.00695
C: 2.77679 -2.08736 2.57689
C: -0.90571 -1.84276 6.62830
H: 3.95132 -0.58690 3.53407
N: 3.07079 -1.07121 -1.43535
C: -0.98194 4.18247 -2.63095
F: -2.29149 2.20699 0.94633
C: -2.41239 0.50314 -5.56244
O: -2.65620 -3.84399 2.40749
O: 5.11861 3.01161 -1.42658
H: -3.24906 0.96956 -5.04425
C: -1.70705 -0.60569 -2.01873
N: 1.42327 -2.61293 2.67600
O: 3.14380 3.13450 -2.97533
C: 3.16365 0.84838 -2.37263
H: 0.89049 -2.34465 3.48921
H: 4.76500 -0.93949 -0.15695
H: 3.48393 -2.92059 2.52777
N: -0.50139 -3.69206 1.84205
C: -0.30217 -3.04464 6.28904
O: 1.86503 1.71799 -4.13704
H: -0.12512 6.09317 -3.02144
F: -1.08385 -0.15153 0.86500
C: 3.37015 -2.00610 5.04586
H: -2.36593 -0.54650 -5.27783
H: -2.78957 -3.78777 -1.62183
F: -0.44227 3.28269 0.59373
Te: -0.54473 1.46854 -5.00659
C: 4.13739 -0.46904 -0.89434
H: 0.42336 -1.02428 -5.45922
C: 5.27822 1.76340 -1.03900
C: 0.53313 -0.08502 -5.99470
H: 4.29252 -2.57690 4.93027
C: 3.08505 -1.20284 3.77795
N: 2.45665 -0.28771 -2.33965
C: -2.83107 -2.70730 -1.68470


Entry 2:
7 unconnected molecules or ions with the total composition C40H54Cl2N11P at a distorted geometry, computed with ωB97M-V/def2-TZVPD.

Structure (SMILES)   CC[C@@H](Cl)c1c(Cl)cc2nc(P(C)CC)cnc2c1CC(N)(N)N.c1cc[nH]c1.c1cc[nH]c1.c1cc[nH]c1.c1cc[nH]c1.c1cc[nH]c1.c1cc[nH]c1
Calculated total energy   -93076.720 eV
Orbital gap   6.93 eV

Element x y z (Å)
H: 5.24231 -0.42154 -6.04661
N: -5.82141 0.83102 -0.61227
C: -1.28592 -5.16573 6.03986
Cl: 1.15435 4.06118 -1.81240
C: 6.29701 -2.27000 -6.54154
H: -0.27759 -6.57164 7.37518
N: -0.50017 -0.68544 -3.30353
H: -1.18234 -3.13471 0.90535
N: 8.88239 6.45071 2.33960
H: -0.19660 -4.41013 -2.25905
H: -5.58273 3.31368 0.68903
H: -8.33835 -0.44836 4.77676
H: -0.40848 -2.88008 -6.44812
H: 4.65005 -4.57052 -4.94107
H: 10.21410 6.78822 0.70827
H: -3.29766 -6.55596 2.52168
H: -6.15033 -0.17550 1.20481
C: -1.01066 -4.63601 -2.99933
H: -0.76749 -5.59184 -3.55628
N: -4.58878 2.17752 -2.21075
C: -5.97108 -1.57679 2.78601
C: 0.13726 1.57593 -2.50844
H: -1.61013 4.52530 2.20658
C: -6.66351 -1.69285 3.96515
C: 10.11426 6.62602 1.76984
H: -3.43172 -2.40686 -2.24606
N: -2.95200 -0.47737 -1.49295
H: 1.52620 -4.39147 -4.42939
Cl: -1.48074 5.79596 -0.98247
C: -4.89599 1.98522 -0.78233
C: 11.05545 6.55362 2.76511
H: 0.06811 2.95190 2.89883
H: 3.44410 5.25573 -0.96306
H: 0.35880 -5.22797 -5.61409
H: -5.29602 -0.02351 -0.39425
H: 3.60540 4.89202 1.50978
P: -1.34154 -3.20384 -4.21047
C: -2.00881 0.54475 -1.61729
H: 1.79024 -4.18357 -6.24064
H: 0.70700 -2.12892 -5.20797
H: -3.54936 -3.15075 0.08456
C: 4.50701 -2.35329 -5.18488
H: -2.93704 -4.42150 4.94600
C: 6.49237 5.35019 -0.04336
C: -2.42551 -6.92426 6.85078
C: -2.69226 -1.56183 -2.27181
H: -2.74554 4.22971 0.29117
H: -0.88664 2.05592 1.66458
N: -6.47401 -0.50076 2.10449
H: -4.91487 -5.08078 0.91799
H: 3.65223 -2.07068 -4.58942
H: -0.89087 -5.30087 2.51441
H: 0.76685 2.79163 1.20472
C: -1.89773 -3.89460 1.17847
C: -7.48457 0.06577 2.83089
H: -6.49879 -2.44381 4.72251
H: 7.55910 5.45257 -0.17504
H: -3.49870 2.52837 0.95295
C: 9.02744 6.25846 3.68681
C: -0.82520 0.40251 -2.48813
H: 6.23831 5.00512 2.15451
C: -7.62433 -0.65059 3.99340
C: 5.33760 -1.49158 -5.94615
H: -5.37480 1.94136 -2.81637
C: 10.36563 6.31991 3.98167
C: -1.16840 -6.26871 6.84704
C: -1.48743 -1.62895 -3.16569
H: 8.00567 6.46080 1.84453
C: -0.85204 4.31827 1.38580
C: -3.57052 1.81560 0.09228
H: 6.63692 -4.35592 -6.44978
H: -1.97877 -4.85795 -2.45237
H: 12.12150 6.65592 2.63357
H: -5.16466 -2.16484 2.37465
C: 4.46488 5.05447 0.87895
H: -6.35943 0.65274 -1.46328
H: 1.06451 1.54392 -3.14658
H: 10.80095 6.20856 4.96269
H: -2.68445 -7.82680 7.38246
C: 5.80276 5.11654 1.17283
H: -0.57082 -4.40604 5.76672
H: 8.16784 6.09619 4.31770
H: -4.21921 3.10735 -2.40935
H: -6.56382 3.11529 -0.67793
C: -2.26876 1.80180 -0.80899
C: -3.88096 -4.92851 1.18505
H: -8.01516 0.92827 2.45974
N: 4.32066 5.24636 -0.46843
C: -1.78135 -4.99751 1.98561
H: -4.30052 -6.35032 5.77903
C: 5.55227 5.42224 -1.03899
C: -1.65408 4.24222 -0.00196
C: -1.34500 2.95835 -0.83415
N: 6.08037 -3.56848 -6.16529
C: -0.10625 2.78512 -1.70683
N: -5.60852 3.22788 -0.32981
H: -3.59625 0.77666 0.55209
H: 5.65223 5.58424 -2.10035
C: 1.01323 -4.33364 -5.43409
N: -3.18011 -3.85638 0.69896
N: -2.56720 -5.12704 5.56076
C: 0.08725 -3.03688 -5.44111
C: -3.03923 -5.65346 1.98936
H: 7.11357 -2.01331 -7.19744
C: 4.98818 -3.62841 -5.34276
C: -0.18027 2.92781 1.79160
C: -3.26676 -6.19832 6.04635
H: -0.12872 5.18026 1.42529


Entry 3:
A molecular structure, C10H26FINNbO4P at a distorted geometry, computed with ωB97M-V/def2-TZVPD.

Total charge   -1
Calculated total energy   -42126.412 eV
Orbital gap   6.27 eV

Element x y z (Å)
C: 0.64297 1.26521 4.39369
Nb: -2.31751 -0.05004 -0.09286
H: 1.58130 1.12408 4.91933
H: -0.16157 -0.65430 4.68016
C: 2.93384 -1.08987 -3.79062
P: -2.69896 0.44184 -2.60357
H: -0.39451 -2.06156 1.11778
C: 0.07147 -0.02712 3.81976
H: 1.27622 -0.01580 -2.92048
H: 3.95825 0.56072 -3.96688
C: -4.35566 0.64419 0.50493
O: -0.31034 1.70797 5.39276
H: -0.88513 0.21331 3.34499
O: -0.36160 -0.64423 -0.43966
H: -1.72539 1.62706 0.24011
H: 0.41721 3.32405 3.83449
I: -2.13625 2.75163 -3.20248
H: 2.89226 -1.89340 -3.05417
N: 0.99534 -0.77248 2.98111
H: 0.81095 -1.11702 -4.22208
H: 2.65570 -2.38797 -5.50838
O: 3.91283 -0.15635 -3.32509
C: 1.00972 -0.40093 1.56567
C: 3.37088 -1.65249 -5.13634
H: 2.05657 -0.39472 1.25332
F: -2.92834 -1.96029 -0.47762
C: 0.27306 -1.36426 0.61079
H: 0.89341 -1.76766 3.09930
C: 0.72589 2.40195 3.35314
H: -2.05315 -0.52829 1.63980
H: 1.70429 2.48976 2.89523
O: -1.60044 -0.56404 -3.42364
H: -5.22404 1.35338 2.31087
H: -1.71499 -1.46069 -3.07248
H: -1.07445 1.99717 4.87514
H: 4.35019 -2.12823 -5.05430
H: 3.46211 -0.85147 -5.87572
H: -4.99882 -0.46669 2.19921
H: 1.03395 -1.97927 0.11176
H: 1.60754 0.42388 -4.58961
C: 1.57488 -0.41657 -3.88872
H: 0.63491 0.59608 1.37213
H: -0.04473 2.19843 2.61072
H: -4.98686 1.18398 -0.20958
C: -4.87296 0.50103 1.72810


Entry 4:
A molecular structure, C20H28NO2SV at a distorted geometry, computed with ωB97M-V/def2-TZVPD.

Total charge   +1
Multiplicity   2
Calculated total energy   -63292.700 eV
Expectation value of S²   0.7894
Orbital gap (alpha / beta)   6.21 / 6.65 eV

Element x y z (Å)
H: 2.43949 -0.46640 -8.92125
H: -0.06307 -2.29660 -1.68948
H: -2.32883 -1.98555 -0.61727
C: -2.12213 0.74154 1.36479
H: -0.65194 -3.14604 0.82585
H: -1.74590 0.29177 -1.97944
H: 2.89896 -0.57354 1.02876
H: -0.53672 0.48341 -5.77304
H: -0.94473 -1.53412 -9.80144
C: 0.95381 2.07907 -3.31625
H: -0.79484 1.13064 -9.74085
C: -2.14061 -1.01377 -0.16461
H: 0.09553 2.17540 -2.60283
H: -1.69158 2.33570 -0.20632
H: -0.58599 2.08976 -7.47572
H: 1.44656 -1.45950 -10.02722
C: 0.44495 -1.99397 -0.77380
C: -1.84275 0.20238 -0.89292
H: -2.27957 1.30895 2.28761
H: 2.09911 -0.70729 -1.55346
H: 1.19960 2.18204 -7.61963
C: -1.85795 1.28882 0.05286
C: 1.56621 -1.11385 -8.99550
C: 0.40829 0.58966 3.29698
H: 0.67174 -0.88827 -4.48089
N: 0.25414 0.12372 4.37014
H: -1.81357 -0.70350 -8.49061
C: 0.31328 1.56740 -7.83973
C: -2.25305 -0.67972 1.24485
C: -0.47309 0.92196 -4.77475
H: -0.82586 -2.14953 -8.16097
C: 0.13838 -2.45828 0.56600
C: 0.17958 1.01607 -9.25863
O: 0.47517 0.21672 -7.24640
H: 1.73520 2.81489 -3.11374
H: 1.69948 -1.99419 -8.37168
C: 0.30449 -0.04425 -3.86294
C: 1.12001 -1.90270 1.44742
H: 1.26956 1.97878 -5.43846
H: -1.49797 1.09961 -4.39984
C: 0.43502 2.17441 -4.73794
H: 1.20191 -2.11461 2.51179
H: -0.38663 -0.43260 -3.04831
C: 1.60751 -1.15680 -0.70271
C: 2.02141 -1.09914 0.65600
C: 0.32928 -0.36860 -8.57222
H: -0.08024 3.07425 -5.04370
V: -0.23019 -0.29680 0.48280
S: 0.73206 1.36059 1.83309
O: 1.50677 0.69052 -3.32268
H: -2.47846 -1.39583 2.04036
C: -0.89671 -1.23693 -8.74809
H: 0.97517 1.27453 -9.96008